(1)
9
Properties=species:S:1:pos:R:3 method="wB97M-V/def2-TZVPD" lumo_energy_ev=-0.7 fmax_ev_per_a=3.42 e_homo_ev=-7.8661
H 0.07 -0.72 0.15
H -0.51 1.59 1.46
O -0.33 -2.30 -0.26
C -0.20 1.47 0.41
Rb 1.45 -1.30 -2.36
H -0.31 -2.91 0.47
H 0.34 2.39 0.12
H -1.13 1.43 -0.20
O 0.62 0.35 0.22

=====

(2)
61
Properties=species:S:1:pos:R:3 method="wB97M-V/def2-TZVPD" lumo_energy_ev="-0.4 / -0.4" fmax_ev_per_a=2.22 e_homo_ev="-7.1949 / -7.1949"
C -0.47 0.15 -4.30
H 2.79 1.37 -1.15
I 3.87 -3.68 5.11
H 0.81 -3.18 5.01
C -5.24 1.52 0.21
N -1.91 -0.08 -0.02
C 0.84 0.33 -4.73
C 1.13 2.83 -0.05
O -0.06 -0.24 1.75
H 2.88 0.53 -4.08
C -4.24 0.57 0.19
C 2.54 0.32 -1.34
C -1.02 3.91 -1.36
I -1.70 -1.89 3.78
C 0.20 4.57 -1.40
C 2.77 -0.11 1.06
H 3.79 -0.44 0.82
C -2.93 0.94 -0.10
H -1.29 0.07 -5.01
H 1.50 -4.82 2.89
C -0.72 0.05 -2.95
C -4.92 2.85 -0.04
H -1.72 -0.12 -2.59
N 0.25 0.11 -2.04
H 2.82 0.94 1.33
C 0.36 -1.78 3.46
C 1.52 0.28 -2.45
C -1.19 2.72 -0.65
H 2.20 4.60 -0.63
H -6.26 1.24 0.44
O 0.69 -3.98 1.26
S -0.97 -5.38 -0.23
N 1.93 -0.25 -0.15
H 0.30 5.50 -1.95
H 1.06 0.41 -5.78
Co 0.02 0.20 -0.06
C 2.57 -2.50 3.98
C 1.21 -2.54 4.23
S -0.07 -2.56 -0.71
H -1.86 4.34 -1.89
C -3.61 3.20 -0.33
H 1.98 2.44 0.50
H -2.09 -0.86 -0.66
C -0.10 -4.05 0.18
H -0.16 -5.39 2.52
H -3.38 4.24 -0.49
C 0.81 -5.12 2.10
H 3.47 -0.19 -1.62
C -0.05 2.10 -0.09
C 2.21 -0.94 2.18
C 1.85 0.40 -3.79
H -5.68 3.61 0.01
C 3.07 -1.71 2.96
H 1.74 -1.26 -0.31
H -4.45 -0.47 0.41
H 4.13 -1.69 2.75
H -1.94 -0.51 0.91
C 1.26 4.06 -0.68
C -2.58 2.25 -0.40
C 0.82 -0.94 2.43
H 1.20 -5.97 1.54

=====

(3)
24
Properties=species:S:1:pos:R:3 method="wB97M-V/def2-TZVPD" lumo_energy_ev=0.9 fmax_ev_per_a=0.98 e_homo_ev=-8.8540 smiles=Cc1ccc(O)cc1.CC
C -0.46 0.31 4.07
H 1.00 3.34 -1.99
H -0.26 0.61 3.04
H 0.24 -1.10 -3.50
H -1.52 0.06 4.07
H -0.34 1.19 0.81
C 0.20 1.45 -1.30
C -0.16 -1.32 -1.38
H -0.30 -1.76 4.78
C 0.17 -0.62 -2.52
H 0.88 -1.34 3.57
H 0.53 1.26 -3.42
H 1.02 -0.79 5.27
C 0.34 -0.95 4.43
H 0.74 3.28 -0.26
C 0.33 0.76 -2.48
H -0.37 1.16 4.73
C 0.33 2.95 -1.22
H -0.61 3.45 -1.43
O -0.25 -2.70 -1.39
H -0.82 -1.09 0.67
C -0.37 -0.62 -0.20
C -0.11 0.74 -0.14
H -1.13 -2.99 -1.65

=====

(4)
76
Properties=species:S:1:pos:R:3 method="wB97M-V/def2-TZVPD" lumo_energy_ev="2.3 / 1.8" fmax_ev_per_a=1.23 e_homo_ev="-2.8295 / -5.6668" total_charge=-1 multiplicity=5
H -6.39 0.63 -1.10
H 0.35 -5.53 -1.22
C 1.93 0.40 2.74
S 0.04 -3.73 0.33
N 0.66 0.46 2.23
H -3.61 -2.51 -3.70
C 6.88 1.85 -0.18
H 0.08 -6.10 0.44
C -0.11 1.26 -3.77
C -4.22 1.73 1.98
C -6.75 0.74 2.50
H 7.75 1.21 -0.09
C -2.53 0.27 0.16
S 2.82 -3.95 -0.75
H 2.35 -5.42 1.08
H 6.29 -0.50 -0.02
C -1.30 0.31 0.22
H -7.29 -0.39 -3.13
C -6.02 0.24 1.43
C 4.47 2.06 -0.30
C 2.11 -5.42 0.02
N 2.59 0.32 0.41
C 7.02 3.22 -0.28
C 3.04 1.61 -0.20
H -5.92 -1.99 -4.45
H -0.89 1.81 -4.27
H 3.75 4.05 -0.49
C -3.72 -1.27 -1.96
C -0.37 0.51 3.09
O 2.18 2.42 -0.37
O 4.24 0.27 2.16
C -6.23 1.73 3.32
N 2.81 -0.99 -0.24
C -4.74 0.73 1.13
C -4.49 -0.40 -1.18
H 6.00 5.11 -0.48
C -3.92 0.20 0.04
C -5.52 -1.54 -3.55
H 2.81 -0.39 -4.27
H -1.03 1.41 -1.86
H -3.23 2.11 1.77
C 5.90 4.03 -0.41
C 3.04 0.32 1.85
H -6.43 -0.57 0.84
C 1.95 0.05 -3.79
C -5.78 -0.09 -1.64
H 3.18 0.33 4.49
C 0.61 -5.37 -0.18
C 2.15 0.39 4.15
C 4.65 3.44 -0.41
H 8.01 3.66 -0.25
H 1.09 0.87 -5.55
C -6.29 -0.66 -2.80
Co 0.58 0.36 0.29
C 1.00 0.74 -4.48
C -0.18 1.04 -2.42
C 2.86 -0.88 -1.73
C 1.09 0.44 5.00
H -7.74 0.33 2.71
H -4.52 2.99 3.68
H -1.10 0.54 5.09
N 0.74 0.37 -1.70
C 1.56 -2.91 -0.08
O 3.70 -1.57 -2.34
O 5.46 -0.05 -0.19
H 2.55 -6.30 -0.45
C -4.95 2.22 3.05
C 5.61 1.26 -0.21
C -0.22 0.51 4.46
H -6.80 2.12 4.15
N 1.62 -1.67 0.13
H -2.71 -1.49 -1.64
C -4.23 -1.83 -3.12
H 1.24 0.42 6.07
H -1.35 0.54 2.64
C 1.84 -0.12 -2.38

=====

(5)
110
Properties=species:S:1:pos:R:3 method="wB97M-V/def2-TZVPD" lumo_energy_ev="-4.0 / -2.9" fmax_ev_per_a=2.18 e_homo_ev="-10.4841 / -10.4197" total_charge=+1 multiplicity=4
H 4.18 -2.52 -3.09
H -2.81 0.06 2.48
C -3.08 -2.28 -3.20
H -4.49 0.61 2.41
H -0.20 3.53 4.72
C -0.86 -4.45 4.72
Si -1.75 -3.11 3.79
H -1.48 -4.07 1.52
H 1.97 4.42 3.32
H 2.66 -3.79 -1.44
C -3.44 0.94 2.37
C -0.56 -1.63 3.67
C -1.11 2.30 -3.06
Si -0.48 3.31 -1.63
H 1.93 4.95 1.64
Si -0.20 3.85 2.25
C 4.68 0.39 0.38
H 8.41 0.50 -0.57
H 2.22 3.26 2.01
H 4.29 0.81 -1.70
C 1.52 -4.22 -4.60
H -0.58 -4.14 5.73
H -3.78 -2.26 -5.21
H -1.34 5.48 -2.40
H -2.18 -2.93 -1.34
H 1.76 3.82 -2.64
Si -0.75 2.23 0.59
C -1.86 -2.62 -2.34
H 1.39 0.25 5.76
C -2.82 -2.34 -4.71
C 3.11 -2.69 -3.26
C 0.34 -1.52 -1.95
C 1.37 3.62 -1.63
H -2.54 4.66 -1.41
C 7.36 0.47 -0.30
H -2.90 -2.00 5.69
H 2.71 -1.80 -3.75
H 0.46 -3.50 -2.14
C -1.90 -1.24 -5.24
H -3.77 -1.72 4.18
C -2.32 -3.77 2.15
H -3.86 -2.99 -2.95
C 3.23 0.32 0.69
H -0.58 1.36 -3.16
H 1.80 1.44 3.61
H 2.83 -2.05 -1.21
C -0.86 3.24 3.90
C 2.96 -3.91 -4.17
H 3.39 -4.78 -3.67
H 0.98 -3.32 -4.89
H 1.91 2.77 -1.23
O 2.65 -0.76 0.91
H -3.44 -1.28 -2.92
H -0.46 6.09 1.18
H 1.61 4.49 -1.00
C 0.92 -0.08 4.85
H -0.98 2.15 3.94
Mn 0.85 0.45 0.58
H -1.01 6.08 2.85
H -1.76 -1.35 -6.32
C 1.15 0.58 3.67
C -3.21 -2.47 4.75
H 3.55 -3.72 -5.07
H 0.96 -4.73 -3.81
H -1.40 -0.57 -2.08
Br 6.89 0.96 -3.06
C 1.65 4.14 2.32
H -3.12 -0.30 -0.50
H -0.91 -1.28 -4.78
C -1.48 4.88 -1.50
H -3.84 4.09 1.46
H 7.74 0.11 1.78
C 5.04 0.64 -0.94
H -4.04 3.89 -0.28
N -0.96 -1.48 -2.22
C 2.45 -2.81 -1.89
H 0.05 -4.76 4.20
H -4.69 0.50 -0.61
S 1.18 0.00 -1.75
H -2.92 -3.05 1.59
H -2.05 5.42 1.59
H -5.17 3.11 0.84
H -1.50 -5.33 4.81
H -1.85 3.68 4.10
N 0.99 -2.66 -1.94
C -0.26 -0.88 2.53
N 0.54 0.20 2.55
H -2.32 -0.25 -5.06
S -0.80 -1.13 0.88
C 6.39 0.66 -1.26
H -3.35 1.06 -1.62
H -1.34 -3.45 -2.80
H -2.94 -4.66 2.32
H -0.97 2.86 -4.00
C 0.05 -1.18 4.84
C 5.64 0.19 1.36
C -4.12 3.38 0.68
H -2.40 -3.32 -4.95
H -1.19 5.48 -0.64
O 2.54 1.43 0.68
H -3.90 -3.28 5.00
C 6.98 0.25 1.02
H -3.27 1.59 3.23
C -3.61 0.67 -0.63
H 1.52 -4.90 -5.45
H -0.13 -1.71 5.77
H -2.18 2.10 -2.96
H 5.34 -0.01 2.38
Si -3.08 1.83 0.75
C -1.01 5.50 1.92

=====

One value per record, in order, for energy relative to the best compared isomer or geometry (same formula, charge and spin): 0.0, 0.0, 12.0, 64.4, 10.0 kcal per mole.